113
Properties=species:S:1:pos:R:3:forces:R:3 method="wB97M-V/def2-TZVPD" fmax_ev_per_a=2.2 gap_ev=9.6 smiles="O=S1(=O)OCCO1.O=S1(=O)OCCO1.C1CCOC1.C1CCOC1.C1CCOC1.C1CCOC1.C1CCOC1.C1CCOC1.C1CCOC1" multiplicity=1 e_homo_ev=-9.24 mol_weight_g_mol=752.983 relative_energy_kcal_mol=0.00
O -0.4726 4.8391 -3.0009 0.392 -0.030 -0.214
S -1.7782 4.4420 -2.6217 -0.777 1.836 0.846
O -2.3853 3.2751 -3.1038 -0.214 -0.917 -0.260
O -1.9214 4.5418 -1.0398 0.369 -0.766 -0.101
C -2.0717 5.9008 -0.6176 0.056 0.170 -0.815
C -2.6155 6.6597 -1.8756 0.023 -0.580 0.500
O -2.8058 5.6495 -2.8669 0.006 -0.224 -0.479
H -2.7806 5.8370 0.1989 0.160 0.316 0.188
H -1.1030 6.3206 -0.3567 -0.047 -0.156 0.426
H -1.9085 7.3852 -2.2680 -0.064 0.203 0.193
H -3.5876 7.0790 -1.6377 0.003 0.232 -0.340
O 2.8834 -0.9595 6.1059 0.617 0.168 0.043
S 1.5047 -1.1275 5.8538 -0.192 -0.027 -0.326
O 0.6657 -1.6895 6.8356 -0.388 -0.230 0.372
O 0.8455 0.2271 5.3554 0.091 0.094 0.001
C 0.9983 0.3497 3.9340 -0.186 0.405 -0.109
C 0.8484 -1.0771 3.4263 0.603 -0.004 -0.841
O 1.3538 -1.9124 4.4707 -0.453 -0.081 0.152
H 0.2083 1.0210 3.6058 -0.055 -0.126 -0.089
H 1.9516 0.8068 3.6652 0.127 -0.161 0.238
H 1.4903 -1.2849 2.5699 -0.032 0.212 -0.051
H -0.1714 -1.3075 3.1136 -0.097 -0.283 0.584
C 1.0298 -4.3929 1.4312 0.924 -0.257 -0.058
C 1.3117 -5.8973 1.5139 -1.039 -0.341 0.390
C -0.0686 -6.4975 1.1419 0.189 -0.284 -0.291
O -0.9493 -5.4100 0.8832 -0.471 -0.055 0.102
C -0.4768 -4.2689 1.5524 0.730 0.858 -0.011
H 1.3126 -4.0700 0.4263 0.104 0.231 0.106
H 1.6423 -3.8837 2.1766 -0.257 0.362 -0.061
H 1.4904 -6.2478 2.5315 0.438 0.341 0.025
H 2.1422 -6.1978 0.8819 -0.085 -0.122 -0.093
H -0.4598 -7.1122 1.9588 -0.009 0.106 0.068
H -0.0526 -7.1342 0.2556 -0.012 0.142 -0.075
H -0.7858 -4.1168 2.5969 -0.226 -0.690 0.022
H -0.8058 -3.3683 1.0265 -0.254 -0.188 -0.163
C 0.6083 -3.8906 -4.6125 -0.027 -0.243 0.592
C 0.5626 -2.4419 -5.1261 0.507 -0.200 0.794
C 0.5939 -1.5949 -3.8349 -1.155 0.448 -0.248
O 0.7460 -2.4642 -2.7267 0.567 0.116 0.020
C 0.3559 -3.7755 -3.0993 -0.136 -0.108 -0.246
H 1.5942 -4.3392 -4.7313 0.026 0.131 -0.298
H -0.1165 -4.5500 -5.0866 -0.010 0.038 -0.048
H -0.3471 -2.2201 -5.6737 0.141 -0.037 -0.330
H 1.4703 -2.2686 -5.6982 -0.278 0.251 -0.394
H -0.3614 -1.0581 -3.7108 -0.021 -0.146 -0.138
H 1.3298 -0.7899 -3.8564 0.429 -0.394 0.259
H -0.6963 -3.9702 -2.8533 -0.003 0.189 0.032
H 0.9694 -4.4669 -2.5216 -0.069 -0.049 0.018
C 3.5572 4.6417 -1.9896 -0.064 -0.531 0.802
C 2.9781 5.9724 -1.5276 -0.737 -0.101 -0.290
C 1.9438 5.5188 -0.5086 -0.268 0.262 0.762
O 2.5011 4.3884 0.1480 -0.050 0.004 -0.003
C 3.4717 3.7861 -0.7008 0.298 0.430 -0.134
H 4.5995 4.6725 -2.2979 -0.096 0.145 -0.390
H 2.9143 4.1933 -2.7456 0.152 0.091 -0.204
H 2.4663 6.5073 -2.3293 0.284 0.138 -0.067
H 3.7102 6.6188 -1.0467 0.100 -0.021 -0.064
H 0.9568 5.2610 -0.9075 0.241 -0.139 -0.505
H 1.7419 6.2954 0.2389 0.212 -0.091 0.095
H 3.2086 2.7487 -0.9139 -0.068 0.004 0.074
H 4.4316 3.8311 -0.1739 -0.016 -0.226 0.004
C -3.3214 1.6967 2.7453 -0.252 0.702 -1.203
C -4.5697 2.5884 2.8795 -0.323 -0.309 0.312
C -4.1006 3.9898 2.4657 0.240 0.115 0.707
O -2.7488 3.8354 2.0330 -0.342 0.141 -0.622
C -2.5605 2.4744 1.6609 0.449 0.008 0.619
H -3.6210 0.7178 2.3751 0.301 -0.256 0.418
H -2.7144 1.6943 3.6462 -0.148 -0.324 0.152
H -4.9895 2.5276 3.8840 0.077 0.260 0.031
H -5.3640 2.2373 2.2185 0.120 -0.027 -0.120
H -4.0575 4.6939 3.2994 -0.115 -0.077 0.059
H -4.7564 4.4418 1.7140 0.195 -0.168 -0.279
H -1.4789 2.3263 1.6809 -0.025 -0.174 -0.107
H -2.9204 2.2477 0.6512 -0.197 0.157 0.020
C 0.2450 -0.4655 -0.1314 0.150 -1.524 0.878
C -1.0725 0.0570 -0.7134 0.796 0.032 0.220
C -0.6520 1.4690 -1.1732 0.130 0.087 -0.265
O 0.7002 1.7126 -0.7800 0.313 -0.287 0.905
C 1.3227 0.4252 -0.6815 -0.722 0.220 -1.778
H 0.4121 -1.5199 -0.3715 0.062 0.126 -0.347
H 0.2278 -0.4914 0.9611 -0.054 0.580 0.035
H -1.8484 -0.0025 0.0492 -0.157 0.329 -0.106
H -1.3739 -0.5614 -1.5575 -0.088 0.076 -0.037
H -1.2226 2.2810 -0.7387 -0.216 -0.049 -0.136
H -0.6897 1.5048 -2.2651 -0.183 0.154 -0.005
H 2.3013 0.4252 -0.2110 -0.187 0.384 0.489
H 1.4898 0.1323 -1.7323 0.250 -0.329 0.163
C -6.0058 -2.8263 -0.9224 -0.299 0.121 0.086
C -4.6343 -2.3190 -1.3492 0.354 -0.305 0.064
C -3.6764 -3.2435 -0.5498 0.273 0.709 0.212
O -4.4699 -4.2471 0.0671 0.083 -0.171 -0.064
C -5.6932 -4.2801 -0.6296 -0.765 -0.490 -0.279
H -6.8111 -2.6878 -1.6438 0.178 -0.031 -0.210
H -6.3336 -2.3234 -0.0092 0.090 -0.116 0.086
H -4.4514 -1.2771 -1.0937 -0.076 0.062 -0.171
H -4.4841 -2.4697 -2.4184 -0.028 0.143 -0.030
H -3.1741 -2.6738 0.2388 -0.083 -0.119 0.103
H -2.8696 -3.6582 -1.1631 -0.230 -0.255 -0.116
H -6.4711 -4.7983 -0.0630 0.271 0.197 0.440
H -5.6237 -4.8817 -1.5519 0.280 0.284 -0.106
C 4.6508 -1.4612 0.4525 -0.329 0.027 0.971
C 4.9448 -0.0775 1.0423 0.465 0.776 -0.314
C 6.4785 0.0485 1.0325 -0.057 -0.962 -0.745
O 6.9426 -1.0290 0.1950 -0.044 0.235 -0.155
C 6.0233 -2.1065 0.3015 0.070 0.346 0.227
H 4.1027 -1.3706 -0.4819 0.016 -0.177 -0.052
H 4.0478 -1.9747 1.2049 -0.147 -0.421 -0.440
H 4.5672 0.0925 2.0496 -0.177 -0.175 -0.033
H 4.5283 0.6902 0.3887 -0.063 0.098 0.163
H 6.9201 -0.0831 2.0224 -0.027 0.286 0.085
H 6.8062 0.9558 0.5326 0.192 0.155 0.352
H 6.2711 -2.6969 1.1921 -0.063 -0.134 -0.063
H 6.1093 -2.7238 -0.5896 0.109 -0.046 0.015